Entry 1:
The following is a DFT calculation (wB97M-V/def2-TZVPD) of C24H24N2O4S in the gas phase in a non-equilibrium geometry.

Energy above the lowest of the compared OMol25 structures with the same formula, charge and spin   31.2 kJ/mol
SMILES   Cc1cc2occ(CC(=O)OCC(=O)Nc3sc4c(c3C#N)CC[C@@H](C)C4)c2cc1C
HOMO   -8.1 eV
LUMO   0.611 eV

```
! wB97M-V def2-TZVPD RIJCOSX def2/J DEFGRID3
* xyz 0 1
C 0.941 1.341 3.215
C 1.004 0.169 2.284
C 1.930 0.161 1.256
C 1.954 -0.931 0.403
C 1.075 -2.015 0.565
C 0.167 -2.006 1.621
C 0.123 -0.917 2.468
C -0.892 -0.883 3.568
H -1.384 -1.848 3.663
H -1.656 -0.138 3.344
H -0.434 -0.627 4.522
H -0.504 -2.838 1.770
C 1.381 -2.912 -0.515
C 2.378 -2.310 -1.215
O 2.752 -1.130 -0.674
H 2.897 -2.618 -2.101
C 0.648 -4.176 -0.856
C -0.694 -3.667 -1.319
O -0.929 -3.229 -2.419
O -1.575 -3.633 -0.313
C -2.772 -2.880 -0.500
H -3.505 -3.280 0.201
H -3.121 -2.983 -1.533
C -2.500 -1.410 -0.173
O -3.008 -0.818 0.754
N -1.599 -0.830 -1.006
C -1.076 0.420 -0.756
C -0.035 1.011 -1.436
C 0.634 0.400 -2.503
N 1.182 -0.104 -3.378
C 0.283 2.302 -0.913
C -0.513 2.645 0.130
S -1.677 1.405 0.521
C -0.433 3.938 0.864
H -0.581 3.778 1.934
C 0.922 4.605 0.603
C 0.940 6.020 1.172
H 1.918 6.476 1.033
H 0.716 6.008 2.236
H 0.200 6.640 0.671
C 1.205 4.606 -0.901
C 1.378 3.181 -1.425
H 1.385 3.170 -2.518
H 2.340 2.774 -1.096
H 2.106 5.184 -1.111
H 0.371 5.085 -1.419
H 1.700 4.015 1.099
H -1.236 4.601 0.523
H -1.233 -1.337 -1.807
H 1.154 -4.702 -1.663
H 0.531 -4.812 0.020
H 2.613 0.983 1.112
H 1.606 2.133 2.880
H 1.239 1.045 4.221
H -0.074 1.730 3.271
*
```


Entry 2:
The following is a DFT calculation (wB97M-V/def2-TZVPD) of C24H24N2O7S in the gas phase in a non-equilibrium geometry.

Energy above the lowest of the compared OMol25 structures with the same formula, charge and spin   54.4 kJ/mol
SMILES   CCOc1ccc(N2C(=O)/C(=C/c3ccccc3OCC(=O)OC)N(CC(=O)OC)C2=S)cc1
HOMO   -8.3 eV
LUMO   -0.363 eV

```
! wB97M-V def2-TZVPD RIJCOSX def2/J DEFGRID3
* xyz 0 1
C -8.265 -0.316 2.229
C -6.962 -0.595 1.495
O -5.924 0.055 2.204
C -4.649 -0.051 1.755
C -3.682 0.610 2.518
C -2.353 0.563 2.161
C -1.974 -0.139 1.024
C -2.923 -0.794 0.256
C -4.256 -0.754 0.620
H -4.977 -1.273 0.008
H -2.611 -1.328 -0.628
N -0.613 -0.212 0.638
C 0.208 0.863 0.426
S -0.152 2.445 0.656
N 1.413 0.407 -0.027
C 1.401 -0.974 -0.087
C 2.315 -1.865 -0.509
C 3.642 -1.619 -1.075
C 4.737 -2.199 -0.431
C 6.030 -1.970 -0.852
C 6.257 -1.157 -1.952
C 5.189 -0.618 -2.639
C 3.877 -0.851 -2.227
O 2.915 -0.258 -3.003
C 1.694 -0.918 -3.250
C 0.481 -0.087 -2.833
O -0.526 -0.569 -2.380
O 0.672 1.196 -3.086
C -0.403 2.103 -2.851
H -0.129 2.775 -2.037
H -0.555 2.673 -3.767
H -1.308 1.554 -2.587
H 1.635 -1.899 -2.770
H 1.613 -1.057 -4.339
H 5.338 -0.006 -3.514
H 7.264 -0.961 -2.288
H 6.857 -2.418 -0.324
H 4.550 -2.813 0.437
H 2.037 -2.902 -0.354
C 0.052 -1.394 0.368
O -0.382 -2.511 0.490
C 2.531 1.295 -0.192
C 2.800 2.116 1.070
O 3.309 3.200 1.066
O 2.474 1.428 2.167
C 2.648 2.110 3.403
H 3.664 2.499 3.481
H 1.943 2.942 3.468
H 2.451 1.380 4.183
H 3.427 0.709 -0.402
H 2.363 1.990 -1.022
H -1.612 1.071 2.758
H -4.002 1.151 3.394
H -7.015 -0.209 0.468
H -6.772 -1.677 1.456
H -8.206 -0.695 3.245
H -9.090 -0.799 1.714
H -8.445 0.755 2.269
*
```


Entry 3:
The following is a DFT calculation (wB97M-V/def2-TZVPD) of C24H24N4O4S in the gas phase in a non-equilibrium geometry.

Energy above the lowest of the compared OMol25 structures with the same formula, charge and spin   226.4 kJ/mol
SMILES   COc1ccc(-n2c(COc3cccc(C)c3)nnc2SCC(=O)NCc2ccco2)cc1
HOMO   -8.4 eV
LUMO   0.680 eV

```
! wB97M-V def2-TZVPD RIJCOSX def2/J DEFGRID3
* xyz 0 1
C -1.197 3.983 -4.172
H -1.707 4.620 -4.894
O -1.915 4.122 -2.968
C -1.492 3.435 -1.877
C -0.409 2.562 -1.857
C -0.078 1.895 -0.693
C -0.823 2.101 0.459
C -1.896 2.983 0.456
C -2.228 3.641 -0.707
H -3.061 4.325 -0.738
H -2.468 3.143 1.356
N -0.492 1.375 1.625
C 0.733 1.331 2.233
N 0.741 0.446 3.192
N -0.473 -0.125 3.221
C -1.213 0.430 2.300
C -2.639 0.061 2.055
O -3.099 0.296 0.749
C -2.436 -0.281 -0.303
C -2.837 0.151 -1.564
C -2.218 -0.322 -2.707
C -1.187 -1.247 -2.579
C -0.801 -1.692 -1.330
C -1.419 -1.218 -0.184
H -1.099 -1.578 0.781
H -0.003 -2.413 -1.238
H -0.686 -1.619 -3.461
C -2.664 0.147 -4.059
H -1.831 0.163 -4.758
H -3.104 1.139 -3.997
H -3.420 -0.532 -4.456
H -3.632 0.877 -1.623
H -2.767 -0.990 2.352
H -3.288 0.672 2.693
S 2.071 2.328 1.738
C 3.384 1.062 1.868
H 4.243 1.496 1.359
C 2.911 -0.187 1.137
O 2.802 -0.231 -0.070
N 2.618 -1.214 1.957
H 2.540 -1.050 2.950
C 2.058 -2.459 1.461
C 2.795 -3.632 2.015
C 2.600 -4.360 3.152
C 3.635 -5.326 3.186
C 4.382 -5.107 2.071
O 3.884 -4.085 1.359
H 5.256 -5.594 1.686
H 3.796 -6.073 3.935
H 1.815 -4.229 3.869
H 1.003 -2.526 1.746
H 2.152 -2.430 0.373
H 3.600 0.885 2.919
H 0.750 1.202 -0.691
H 0.181 2.379 -2.739
H -0.161 4.320 -4.062
H -1.207 2.949 -4.529
*
```


Entry 4:
The following is a DFT calculation (wB97M-V/def2-TZVPD) of C24H25As2N3O8Ti as an isolated structure in a non-equilibrium geometry.

Energy above the lowest of the compared OMol25 structures with the same formula, charge and spin   90.9 kJ/mol
HOMO (spin up / spin down)   0.6 / 0.6 eV
LUMO (spin up / spin down)   4.439 / 4.438 eV

```
! wB97M-V def2-TZVPD RIJCOSX def2/J DEFGRID3
* xyz -2 1
Ti 0.970 0.689 1.015
O 2.532 -2.479 -1.085
C 2.265 -1.367 -0.626
O 1.597 -1.161 0.502
C 2.623 -0.083 -1.250
C 3.110 0.168 -2.509
C 3.287 1.488 -2.949
C 2.997 2.553 -2.043
C 2.526 2.278 -0.801
N 2.293 0.967 -0.396
C 2.258 3.219 0.336
O 2.509 4.422 0.271
O 1.801 2.580 1.383
H 3.334 -0.680 -3.147
H 3.647 1.698 -3.949
H 3.157 3.589 -2.316
C -1.150 -0.087 -3.879
As -0.645 0.651 -2.112
C -0.966 2.501 -2.640
C -2.405 0.120 -1.354
C -3.479 1.009 -1.302
C -4.708 0.624 -0.787
C -4.873 -0.663 -0.291
C -3.806 -1.549 -0.330
C -2.576 -1.178 -0.868
As -1.098 -2.469 -1.080
C -2.205 -3.818 -1.999
C -1.125 -3.329 0.679
H -2.149 0.251 -4.155
H -1.132 -1.177 -3.841
H -0.429 0.246 -4.629
H -1.935 2.639 -3.122
H -0.172 2.745 -3.348
H -0.875 3.148 -1.770
H -3.348 2.031 -1.633
H -5.529 1.331 -0.760
H -5.823 -0.972 0.131
H -3.940 -2.551 0.064
H -3.066 -4.130 -1.405
H -1.580 -4.687 -2.215
H -2.557 -3.400 -2.943
H -2.081 -3.194 1.183
H -0.343 -2.857 1.273
H -0.907 -4.390 0.555
O -2.394 2.761 1.261
C -1.540 1.907 1.187
O -0.474 1.947 0.432
C -1.631 0.534 1.966
O -2.505 0.290 2.769
O -0.665 -0.280 1.614
N 3.919 0.021 2.062
C 3.048 -0.091 3.099
C 3.476 -0.589 4.355
C 2.611 -0.568 5.407
C 1.341 -0.012 5.243
C 0.981 0.427 3.991
N 1.791 0.342 2.924
H 4.520 -0.775 1.912
H 3.470 0.360 1.199
H 4.489 -0.957 4.454
H 2.920 -0.959 6.371
H 0.637 0.062 6.060
H 0.003 0.857 3.835
*
```


Question: The highest energy above the lowest of the compared OMol25 structures with the same formula, charge and spin belongs to which entry?
Answer: C24H24N4O4S


Question: Among the records above, which one has the lowest energy above the lowest of the compared OMol25 structures with the same formula, charge and spin?
Answer: C24H24N2O4S


Question: Which of these has the lowest energy above the lowest of the compared OMol25 structures with the same formula, charge and spin?
Answer: C24H24N2O4S


Copy entry 4 word for word.
The following is a DFT calculation (wB97M-V/def2-TZVPD) of C24H25As2N3O8Ti as an isolated structure in a non-equilibrium geometry.

Energy above the lowest of the compared OMol25 structures with the same formula, charge and spin   90.9 kJ/mol
HOMO (spin up / spin down)   0.6 / 0.6 eV
LUMO (spin up / spin down)   4.439 / 4.438 eV

```
! wB97M-V def2-TZVPD RIJCOSX def2/J DEFGRID3
* xyz -2 1
Ti 0.970 0.689 1.015
O 2.532 -2.479 -1.085
C 2.265 -1.367 -0.626
O 1.597 -1.161 0.502
C 2.623 -0.083 -1.250
C 3.110 0.168 -2.509
C 3.287 1.488 -2.949
C 2.997 2.553 -2.043
C 2.526 2.278 -0.801
N 2.293 0.967 -0.396
C 2.258 3.219 0.336
O 2.509 4.422 0.271
O 1.801 2.580 1.383
H 3.334 -0.680 -3.147
H 3.647 1.698 -3.949
H 3.157 3.589 -2.316
C -1.150 -0.087 -3.879
As -0.645 0.651 -2.112
C -0.966 2.501 -2.640
C -2.405 0.120 -1.354
C -3.479 1.009 -1.302
C -4.708 0.624 -0.787
C -4.873 -0.663 -0.291
C -3.806 -1.549 -0.330
C -2.576 -1.178 -0.868
As -1.098 -2.469 -1.080
C -2.205 -3.818 -1.999
C -1.125 -3.329 0.679
H -2.149 0.251 -4.155
H -1.132 -1.177 -3.841
H -0.429 0.246 -4.629
H -1.935 2.639 -3.122
H -0.172 2.745 -3.348
H -0.875 3.148 -1.770
H -3.348 2.031 -1.633
H -5.529 1.331 -0.760
H -5.823 -0.972 0.131
H -3.940 -2.551 0.064
H -3.066 -4.130 -1.405
H -1.580 -4.687 -2.215
H -2.557 -3.400 -2.943
H -2.081 -3.194 1.183
H -0.343 -2.857 1.273
H -0.907 -4.390 0.555
O -2.394 2.761 1.261
C -1.540 1.907 1.187
O -0.474 1.947 0.432
C -1.631 0.534 1.966
O -2.505 0.290 2.769
O -0.665 -0.280 1.614
N 3.919 0.021 2.062
C 3.048 -0.091 3.099
C 3.476 -0.589 4.355
C 2.611 -0.568 5.407
C 1.341 -0.012 5.243
C 0.981 0.427 3.991
N 1.791 0.342 2.924
H 4.520 -0.775 1.912
H 3.470 0.360 1.199
H 4.489 -0.957 4.454
H 2.920 -0.959 6.371
H 0.637 0.062 6.060
H 0.003 0.857 3.835
*
```